# 1
{
  "formula": "C38H114O38",
  "method": "ωB97M-V/def2-TZVPD",
  "species": ["H", "H", "H", "H", "O", "C", "H", "O", "O", "H", "O", "O", "H", "C", "H", "H", "H", "C", "H", "C", "H", "C", "H", "H", "H", "C", "C", "H", "C", "H", "O", "O", "H", "O", "H", "C", "H", "C", "H", "H", "C", "C", "H", "O", "H", "H", "H", "C", "C", "O", "H", "H", "O", "H", "C", "H", "H", "H", "O", "H", "O", "C", "H", "O", "H", "O", "C", "H", "C", "O", "C", "C", "H", "H", "H", "H", "H", "C", "O", "H", "H", "H", "H", "H", "H", "H", "H", "O", "O", "H", "C", "H", "H", "H", "H", "H", "H", "O", "C", "H", "H", "O", "O", "O", "H", "H", "H", "C", "H", "O", "H", "O", "H", "H", "H", "H", "H", "H", "H", "H", "H", "C", "C", "H", "H", "C", "H", "H", "H", "O", "C", "C", "O", "H", "H", "O", "H", "O", "H", "H", "H", "H", "H", "H", "H", "H", "H", "H", "H", "H", "O", "C", "O", "H", "H", "H", "H", "O", "H", "H", "O", "H", "H", "H", "C", "O", "C", "H", "O", "O", "H", "H", "H", "H", "H", "H", "C", "O", "H", "H", "O", "H", "H", "H", "C", "C", "C", "C", "C", "H"],
  "xyz": [[-2.79153, -0.67684, 1.80568], [1.15883, -6.22379, 3.19551], [1.61369, 0.98702, -4.68731], [3.43644, -2.02980, 3.32812], [0.91733, 5.49564, 3.97525], [-0.19950, -5.06610, -2.18016], [-4.17387, 3.81033, -2.13951], [-4.08578, 0.55262, -1.45686], [1.50325, -0.49867, -6.20719], [4.37440, -5.08775, 0.75765], [6.91212, -1.71855, -0.59826], [-2.99275, -1.80142, -3.00259], [-2.79251, -2.09316, -5.03772], [5.11831, -3.09459, -1.12445], [-0.60206, -1.06093, -4.98069], [4.57604, -3.72336, -1.78245], [-1.79910, 2.95559, 1.54237], [-2.54762, 3.70206, 3.46448], [-3.05003, 2.67074, -8.00324], [4.20698, -7.04013, 0.34798], [4.50355, 2.61264, 1.34502], [6.38820, -2.50724, -1.66107], [1.68562, -1.24094, -3.42857], [-4.06865, 2.34145, -6.57188], [-0.70427, 1.06839, -0.35349], [0.09211, -0.54605, -4.33157], [-5.41053, -0.90828, 1.32422], [-0.14944, -2.90232, -1.59248], [-1.50969, -3.08117, 2.11783], [-4.04664, -0.61830, 0.06788], [-6.32176, -5.53210, -1.03438], [1.35027, 6.98839, 6.51813], [0.54116, -5.70267, -2.68662], [3.98746, -5.88442, 1.21276], [2.49397, -0.75458, 0.35047], [5.43763, 0.63859, -2.65469], [-5.08899, -1.56014, -5.61890], [-3.01263, 2.59628, -6.89081], [0.51881, -0.82506, -0.76702], [1.92949, 0.42065, 2.49339], [-2.77654, 3.98877, -6.18465], [-1.48251, 3.02003, 2.61763], [2.19693, 7.65302, 4.64982], [1.54842, -3.94604, -0.84853], [-0.99504, 6.97116, -0.46262], [0.29731, 5.99319, -0.16642], [-5.40408, -1.13010, -3.94507], [-4.61251, -1.21603, -4.68028], [4.16331, 0.44894, -3.33875], [3.66060, 2.82756, -0.50100], [0.42353, 1.15932, 0.91201], [-3.84382, 2.95355, -4.01089], [-2.04692, 5.67606, -2.43827], [-6.43315, 0.52216, 2.48042], [-1.17580, -1.65786, 1.66165], [6.14067, -0.09297, -3.00931], [-2.39699, -4.67563, -0.69109], [3.16530, 4.23275, 2.60235], [0.83617, -1.57686, -3.77218], [2.87891, 2.00859, 1.26650], [-1.32548, -3.21762, 3.55510], [0.53331, 3.50936, 6.86191], [0.58636, 4.67321, 4.43429], [5.29570, 0.54736, -1.23080], [2.13887, -1.03338, -5.69688], [-0.76191, -5.79054, -1.05533], [1.28451, -5.10903, 3.27808], [-3.65621, 4.67875, -6.42985], [0.35557, 1.20724, -0.20392], [-2.14324, 1.59061, -6.38036], [0.29870, 6.71656, 4.34582], [-3.63545, 1.89667, -1.41030], [3.65793, 4.93811, 1.07567], [0.79188, 8.52213, 5.31388], [-4.53556, 1.96004, 2.56158], [-0.65786, 3.76316, 2.57067], [-4.89942, -0.03881, 3.27045], [2.75104, 0.00261, 3.04937], [2.19835, -1.85032, 1.71021], [0.25644, 3.21140, 7.90557], [-0.54261, 4.25898, -1.98966], [1.15610, 4.78644, 1.98304], [4.30413, -2.33578, -0.96254], [3.66787, -7.83863, 0.78056], [0.21128, 0.96885, -5.72233], [4.02069, -5.65112, 3.24245], [4.14269, -7.70386, -1.65295], [-4.63727, 1.33847, 1.80669], [-0.44232, 4.44787, 6.37213], [1.00010, 1.54608, 6.57655], [2.39082, -4.86129, 4.22249], [1.04926, -3.49475, -2.75191], [-3.57585, 2.16454, -0.25770], [-1.86655, 3.26943, -4.61284], [-1.28963, -2.33624, 3.88156], [-2.16974, 5.31802, -3.32619], [-4.35780, 3.40814, 4.30787], [-4.01799, 0.07618, -5.03320], [0.34802, 2.24472, 6.04606], [3.34389, -0.79562, -1.91611], [1.82434, -1.81646, 3.69277], [5.31872, -3.69836, 0.20072], [3.51840, -0.75010, -2.90594], [2.50192, -6.46714, -1.43320], [0.74270, 3.22889, 0.06885], [-5.69849, -1.77980, 1.85645], [6.21511, -3.35528, 0.51166], [-4.52740, 2.78579, -2.15654], [5.87460, 1.66830, -2.85842], [-1.01531, 1.83629, 3.07775], [-5.61888, 2.65864, -1.89227], [0.93607, 2.48775, 4.77407], [-0.48061, -0.01355, -3.54558], [-4.80561, -3.13015, -0.63494], [-4.49439, -6.13899, -1.45219], [-6.00708, -0.75986, 0.41109], [3.66869, 0.23279, 2.56040], [1.26094, -4.13500, 0.06285], [4.31228, 0.40681, -4.38586], [-2.86399, -2.61135, -2.49004], [-0.08723, -6.25111, -0.56710], [0.54778, -3.72724, -1.82331], [1.24254, 7.50358, 5.18157], [0.03652, 5.83548, -2.59629], [-0.69140, 1.98790, 6.07769], [-4.35580, -4.11237, -0.60002], [-4.00889, -3.11135, -4.27308], [-6.83973, -4.71480, -0.90392], [1.53710, 3.93931, 6.75330], [-2.59674, 3.88330, -4.75810], [-5.37974, 0.26598, 2.32477], [0.90209, 0.33793, -5.20731], [3.53593, -5.67233, 4.07236], [2.73431, -3.83900, 4.13837], [2.16315, 6.44087, 6.52027], [-3.75623, 2.93461, 3.72169], [2.40248, -5.07570, 1.66191], [-4.01889, -1.15924, 0.87207], [-5.15267, -4.86682, -2.45917], [-0.17068, -1.40542, 1.88813], [-0.66489, 6.50762, 4.84328], [2.16443, -5.08742, 5.31014], [2.04981, 1.14524, 4.53960], [-0.80489, -3.69879, 1.59516], [4.53665, 1.15589, -1.01532], [7.16265, -3.26186, -1.82061], [-3.64941, -0.08801, -2.05587], [6.39731, -0.86387, -0.49164], [3.51566, 1.27627, -3.19769], [-4.34410, 0.75914, -4.39454], [-4.49352, 2.41198, -3.53824], [2.59770, -1.44405, 2.99403], [2.49412, -0.10174, -0.39953], [2.19073, -2.84058, 1.70221], [-2.68243, 0.94258, -5.88687], [1.23559, 0.32828, -1.88844], [-0.15747, 5.30113, 6.68262], [-3.04432, -3.99944, -1.05225], [0.34409, -4.70027, 3.62370], [-2.09299, 3.93170, 4.47176], [-1.47524, 5.04673, 0.37482], [-2.94263, 4.54309, 2.86736], [5.26437, -7.26848, 0.35019], [-2.16624, 4.63602, -0.15742], [3.06039, 4.16992, 1.45693], [-1.91692, -0.66891, 2.27418], [3.50450, 2.82110, 0.91957], [-2.54729, -3.44295, 1.87529], [1.54732, -4.63614, 1.99048], [0.82199, 2.50833, -0.64535], [-1.22608, -1.63955, 0.51762], [-2.60877, 2.01767, -1.81562], [-1.08768, -4.88647, -2.80462], [6.21356, -2.00490, -2.58541], [2.70545, 2.75361, -0.77302], [4.53963, -5.97877, -1.53395], [-5.00815, -5.17584, -1.45542], [2.75401, 0.49706, 4.39667], [-4.48651, -4.36950, 0.46793], [-1.87700, 4.52112, -6.58365], [1.64378, 4.42492, 1.19568], [-1.59522, 1.13035, 2.77145], [0.23906, 2.43332, 4.14134], [0.07233, 7.30697, 3.43190], [-3.55554, -2.14298, -4.23774], [-0.76305, 5.38643, -1.96553], [3.87437, -6.75847, -1.11989], [-0.69223, 5.91376, -0.52295], [1.17274, 0.07015, -0.84673], [2.26368, -5.53382, -1.20637]],
  "gap_ev": 10.08,
  "de_lowest_ev": 0.346,
  "mol_weight_g_mol": 1179.3,
  "largest_force_ev_per_a": 3.7,
  "e_homo_ev": -9.780,
  "energy_ha": -4375.09941
}

***

# 2
{
  "formula": "C38H115N5O22",
  "method": "ωB97M-V/def2-TZVPD",
  "species": ["H", "H", "H", "H", "H", "H", "N", "H", "C", "H", "H", "C", "H", "C", "C", "H", "H", "C", "H", "C", "H", "O", "H", "H", "H", "H", "H", "C", "H", "H", "H", "N", "H", "H", "H", "H", "H", "O", "O", "C", "H", "O", "O", "H", "H", "H", "H", "H", "H", "H", "O", "C", "H", "C", "H", "C", "H", "H", "H", "H", "C", "O", "C", "O", "H", "H", "O", "H", "O", "H", "H", "H", "C", "H", "H", "C", "C", "H", "C", "H", "H", "C", "C", "H", "H", "C", "C", "H", "C", "O", "C", "H", "C", "H", "O", "H", "H", "O", "C", "O", "C", "C", "C", "O", "C", "H", "C", "H", "C", "H", "O", "H", "H", "H", "C", "O", "H", "C", "O", "H", "H", "N", "H", "H", "H", "H", "H", "C", "H", "O", "C", "H", "C", "H", "C", "H", "H", "H", "C", "H", "H", "O", "H", "H", "H", "H", "H", "H", "H", "H", "H", "H", "H", "H", "H", "H", "H", "H", "H", "H", "O", "H", "N", "O", "H", "H", "H", "H", "N", "H", "H", "H", "H", "H", "H", "H", "H", "H", "H", "H"],
  "xyz": [[6.45326, 2.39338, 0.21852], [3.32913, -4.56705, -2.70045], [5.91614, -3.86668, -2.21611], [-1.83245, 2.08192, 4.01931], [-3.43524, 1.35652, 4.05758], [2.24647, 4.82874, -2.99755], [2.04280, -1.53747, 4.46705], [2.48771, -2.28675, -5.72736], [5.39851, -1.02657, -4.08710], [-2.19491, 3.81653, -0.37740], [-4.76208, 1.47636, 1.70537], [-2.83728, 2.14503, 3.59025], [-2.64636, 3.97948, -3.16761], [-4.40267, 3.65959, 1.54687], [-0.09792, 7.16284, 1.42386], [-4.34177, -4.37133, -1.89798], [-4.17847, -1.27258, -0.78524], [3.15522, 4.90990, 1.49749], [0.34405, 3.49952, -3.73930], [2.00959, -1.49310, 5.93506], [0.99585, -1.30873, -3.61900], [-6.08776, -0.43946, -1.80634], [0.83322, 1.17337, 5.97039], [4.62577, 4.28033, 0.36215], [6.41072, 2.85760, -4.13642], [2.64561, -2.29171, 6.32069], [-1.61077, -0.92319, -0.55175], [-6.22580, -5.11773, -0.45334], [-4.42528, -0.06043, -2.76100], [4.77774, -1.77992, 0.02692], [1.89246, -6.25489, 2.35849], [-3.28464, 4.49365, 1.12611], [3.56357, 5.19673, 2.47425], [-2.10665, 6.47086, -0.24399], [2.26524, 5.50821, 1.30504], [0.45848, 0.56958, 7.61415], [-1.77986, 5.26077, -2.40660], [1.03019, -0.59569, -1.07925], [-1.23991, 6.37571, 1.61883], [1.93752, -2.78913, -4.92799], [4.80792, 4.59834, -2.20914], [-2.37693, -3.88471, -2.28603], [-1.99707, 3.53948, -1.29104], [4.04495, -2.22255, 4.37345], [-7.58878, -1.02238, -3.13027], [-6.65892, 0.68927, 3.61607], [6.14721, -0.91519, 0.67110], [0.55245, -4.42663, 3.48991], [-2.56767, 7.78344, 0.81933], [0.64019, 6.88894, 2.17901], [1.48616, -5.39554, 2.23073], [-6.38488, -0.27345, 3.17966], [-2.77018, -3.07071, 3.60331], [4.30852, 3.94026, -2.92175], [3.85799, -0.45291, 4.43362], [0.60055, -1.63092, 6.49600], [5.96462, -4.76536, 0.50595], [2.15079, -2.12878, -1.85198], [-2.77740, -3.87202, -4.30677], [-0.73131, 0.98979, -0.60919], [-3.97461, 2.19664, 1.46803], [-3.05222, -1.27039, 0.87847], [-2.52145, 4.46981, -2.20346], [0.17493, -3.83035, 4.15892], [-6.76593, -0.19130, -1.17291], [6.87405, 2.88412, -2.43547], [-3.55237, -2.77923, 3.11310], [-5.50925, -5.89357, 1.21063], [-3.58452, 0.09429, -3.22552], [-3.68468, 6.14730, 2.34596], [0.78981, -3.07834, 4.19275], [-3.15511, -5.23663, -0.89698], [3.46296, -1.27379, 2.50733], [1.05696, 1.95813, 3.71953], [0.35770, -5.12129, 0.50719], [-6.65211, -1.39638, -2.71111], [-0.68022, -1.09614, 1.34774], [6.16792, 0.51272, -2.21706], [3.43702, -1.38374, 4.03009], [-7.31416, -0.84454, 3.07356], [-3.66556, 2.03203, -2.51927], [-3.01307, 1.15334, -2.46400], [6.21764, 2.39926, -3.15956], [2.50602, 3.81113, -1.69415], [-3.13166, 3.13265, 3.97242], [5.81579, -3.74903, -1.14397], [5.07090, -1.04552, 0.78765], [-0.83348, 1.27299, 6.64222], [2.48881, -3.89869, -2.88611], [4.76794, -1.58844, 2.05323], [-4.05814, -1.89923, 0.10120], [-3.41948, -5.67041, -2.54972], [-3.53751, 5.90955, 1.28538], [4.43495, 4.37706, -3.92541], [5.66879, 0.35368, -4.25153], [0.61602, -1.69523, 7.59237], [-4.99010, -1.79186, 0.65868], [5.71509, 2.96766, -0.00523], [0.08134, 0.68439, 6.58927], [2.31091, 2.79229, -3.48013], [-2.67474, -3.17507, -3.46308], [1.39991, -5.11673, 0.84047], [-1.60005, -2.15100, -3.72582], [2.90432, -3.01035, -3.90673], [1.29145, 0.55526, -0.27456], [1.98344, -5.80876, 0.23224], [-2.33975, 6.71048, 0.80154], [1.97572, 0.19502, 0.50713], [-3.34782, -4.80389, -1.87335], [-5.90381, -1.64426, -3.45487], [1.17551, 1.03656, 3.47021], [1.61736, -0.67711, 4.10445], [2.41750, -0.53330, 6.28840], [-4.73245, 3.82667, 2.58317], [2.79301, 3.90853, -2.75476], [4.14435, 5.11830, 0.50041], [5.49002, 2.74642, -0.93429], [0.91197, 2.63039, -3.39926], [-0.28988, -0.59771, 6.12277], [7.51250, 0.71321, -3.39138], [-6.26541, -4.09836, -0.05770], [4.79838, 2.56262, -2.77482], [-3.20351, -2.19997, 2.40855], [4.77193, -3.54352, -0.87065], [-3.62225, -2.62493, -3.39106], [4.24344, 2.12313, -3.50728], [0.71662, 1.79315, -4.07343], [0.75138, -1.89601, -4.51433], [-0.30110, 8.22003, 1.64136], [-5.25036, -5.82877, 0.28801], [-0.04530, 1.06696, 0.24510], [0.29002, -1.50806, 1.07184], [-1.76290, -1.51023, 0.36039], [1.82640, 1.32790, -0.83528], [2.14572, -1.03799, -1.82624], [-4.37301, 6.24523, 0.66938], [-1.46346, 0.74596, 1.73856], [-7.21608, -5.58109, -0.47555], [6.44663, 0.89296, -3.20529], [-2.01550, 1.45043, -2.77735], [2.02749, -0.66022, -2.84658], [6.37026, -4.79573, -0.36356], [4.84212, -1.32934, -4.97712], [-2.43631, 4.14107, 1.55341], [0.09603, 2.12429, 0.47047], [-0.14881, -3.51059, -3.61423], [-5.87118, -0.11239, 2.22634], [0.13072, -2.54827, 6.14389], [-1.37846, -1.57309, -2.81947], [-2.92097, 0.84753, -1.41464], [6.26312, -2.80441, -0.80176], [2.02127, -3.38626, -2.04384], [2.91476, 3.84694, 1.55661], [-3.42092, 4.97445, -1.84308], [2.75349, -1.93796, 1.99752], [-5.25334, 3.87321, 0.89764], [-0.89038, -1.40431, 2.37219], [1.60677, -3.75073, -5.32982], [4.56766, -0.09472, 0.59385], [-2.03316, -1.48084, -4.47092], [-2.78711, 1.98744, 2.19904], [-5.90633, -5.08400, -1.48496], [-0.57884, 0.37265, 1.39501], [-5.50482, -0.89576, 4.09965], [-6.93726, -2.29554, -2.15649], [0.63237, 2.33867, -2.38181], [4.72348, -1.24694, -3.26212], [1.77029, -4.10395, 0.65309], [-0.39355, -2.77672, -4.26973], [1.73780, -4.60743, -3.26806], [-3.69710, 2.01435, 0.42747], [3.18243, -0.24112, 2.26968], [0.55913, -1.21113, -5.34161], [-1.57415, -2.56433, 0.11862], [-5.10669, -1.67217, 3.67014], [-3.86011, -2.93336, -0.16382], [6.32116, -1.61377, -4.10935], [3.10141, -0.67514, -1.43867], [0.36723, 7.07239, 0.43871], [0.55272, 0.89764, 2.68876]],
  "gap_ev": 8.69,
  "mol_weight_g_mol": 994.4,
  "largest_force_ev_per_a": 2.1,
  "e_homo_ev": -8.519,
  "energy_ha": -3445.48523
}